No. 1
Formula: C4H2
Source: OMol25
Level of theory: ωB97M-V with the def2-TZVPD basis set

Properties
Net charge   0

Last column: natural (NBO) charge in e.
Cartesian coordinates (Å):
C -0.94145 -1.42706 -0.69582  -0.15
C -0.35544 -0.37837 -0.59938  -0.09
C 0.34737 0.70076 -0.09795  -0.10
C 0.93877 1.45447 0.63339  -0.14
H -1.43924 -2.36556 -0.62103  0.24
H 1.44999 2.01576 1.38078  0.24

No. 2
Formula: C4H7NO
Source: OMol25
Level of theory: ωB97M-V with the def2-TZVPD basis set

Properties
Net charge   0

Last column: natural (NBO) charge in e.
Cartesian coordinates (Å):
C 1.74387 0.14215 0.18667  -0.64
C 0.26985 0.24875 -0.04986  0.37
O -0.49341 1.05170 0.83436  -0.51
C -0.82867 -0.68396 -0.31456  -0.17
C -1.63603 0.17555 0.64130  -0.07
N -0.38479 0.27694 -1.35694  -0.60
H 2.12045 1.10400 0.54685  0.24
H 2.28264 -0.11164 -0.73043  0.22
H 1.96865 -0.61329 0.94482  0.23
H -0.83913 -1.75796 -0.45689  0.21
H -1.91499 -0.30323 1.58471  0.18
H -2.48633 0.69778 0.19438  0.19
H 0.19789 -0.22679 -2.02440  0.35

No. 3
Formula: C32H30As2IrN9O
Source: OMol25
Level of theory: ωB97M-V with the def2-TZVPD basis set

Properties
Net charge   +2

Last column: Löwdin charge in e.
Cartesian coordinates (Å):
Ir 0.36962 -0.33140 0.36006  1.00
C 2.41625 -4.15826 -0.26603  -0.05
C 2.19850 -2.78458 -0.18688  -0.08
N 1.00474 -2.30254 0.13402  -0.06
C -0.01758 -3.19346 0.27523  -0.15
C 0.24917 -4.55052 0.24321  -0.02
N 1.46270 -5.03319 -0.00483  0.14
C -1.38450 -2.62298 0.33537  -0.16
C -2.57175 -3.31480 0.19694  0.09
C -3.78439 -2.61800 0.09857  -0.07
C -3.73402 -1.21602 0.11755  0.09
C -2.52155 -0.57724 0.27090  -0.18
N -1.40154 -1.29126 0.41192  -0.06
C -2.26294 0.88318 0.25501  -0.18
C -3.24199 1.85604 0.19272  -0.03
N -2.95275 3.15346 0.13800  0.14
C -1.67690 3.49567 0.13230  -0.04
C -0.65327 2.55136 0.22155  -0.06
N -0.95669 1.25906 0.29951  -0.07
C -5.07347 -3.33912 -0.05872  -0.16
C -6.27439 -2.65272 -0.22598  0.00
C -7.45047 -3.37259 -0.37349  -0.10
N -7.50669 -4.69942 -0.36239  0.10
C -6.36346 -5.35539 -0.20048  -0.10
C -5.13486 -4.73090 -0.04631  0.00
H 3.39288 -4.54173 -0.53381  0.13
H 2.98500 -2.07554 -0.39273  0.09
H -0.53668 -5.27405 0.42046  0.13
H -2.55210 -4.39063 0.12904  0.11
H -4.63021 -0.63109 -0.01397  0.11
H -4.29187 1.59029 0.19189  0.13
H -1.43987 4.54917 0.05367  0.13
H 0.39667 2.81098 0.20343  0.10
H -6.33435 -1.57484 -0.25006  0.10
H -8.39128 -2.85221 -0.50754  0.12
H -6.42642 -6.43702 -0.19272  0.12
H -4.26272 -5.35444 0.08304  0.10
C 0.70248 -1.15391 4.18217  -0.22
As 0.22559 0.07302 2.76427  1.10
C -1.49422 0.69208 3.39902  -0.23
C 1.34028 1.64864 3.01212  -0.40
C 1.08335 2.56272 4.02650  -0.08
C 1.85314 3.71585 4.12307  -0.04
C 2.86900 3.95745 3.21084  -0.03
C 3.14019 3.04057 2.20122  -0.06
C 2.38101 1.88558 2.10881  -0.42
As 2.65071 0.48946 0.81759  1.07
C 4.06568 1.02222 -0.37196  -0.23
C 3.59188 -0.85313 1.87864  -0.25
H 0.67758 -0.57746 5.10607  0.05
H 1.69559 -1.56691 4.04178  0.02
H -0.02522 -1.96247 4.23873  0.05
H -1.43366 0.74341 4.48467  0.05
H -2.28681 -0.00701 3.13567  0.04
H -1.71401 1.67796 2.99711  0.04
H 0.28513 2.40336 4.74090  0.11
H 1.65098 4.43106 4.90894  0.12
H 3.45625 4.86275 3.28528  0.12
H 3.93400 3.23839 1.49254  0.11
H 4.91756 1.34289 0.22724  0.05
H 3.70999 1.82447 -1.01100  0.02
H 4.36664 0.16732 -0.97638  0.04
H 4.12082 -0.34988 2.68644  0.06
H 4.32384 -1.35837 1.25096  0.04
H 2.91529 -1.59776 2.28746  0.00
N 1.71495 3.77426 -3.41626  0.20
C 1.42226 2.72572 -2.63004  -0.51
O 1.79970 2.66082 -1.44502  -0.08
C 0.62832 1.65844 -3.23283  -0.18
C 0.05164 1.75424 -4.52308  -0.22
N -0.42354 1.88172 -5.56454  0.17
C 0.39827 0.57484 -2.43364  -0.15
N 0.21406 -0.34230 -1.72448  0.03
H 2.22609 4.54490 -3.02197  0.12
H 1.39526 3.83214 -4.36920  0.11

No. 4
Formula: C6H20BO2Rb4
Source: OMol25
Level of theory: ωB97M-V with the def2-TZVPD basis set

Properties
Net charge   +3

Last column: natural (NBO) charge in e.
Cartesian coordinates (Å):
Rb -0.62080 2.34057 3.44649  0.99
Rb 2.75022 3.33364 0.37043  1.00
Rb -0.86948 -2.30064 2.45550  0.99
Rb 2.97652 -0.30795 3.98862  1.00
B 1.28338 0.61922 1.38720  -0.79
H 0.77134 0.81817 0.30958  0.01
H 2.34315 0.09516 1.15641  -0.01
H 1.53139 1.61451 1.96597  -0.11
H 0.62261 -0.08344 2.08713  -0.09
C 1.31392 -1.24240 -2.42476  -0.64
C 2.21522 -2.02025 -1.46838  0.08
C 3.53982 -1.33682 -1.20688  -0.64
O 1.51582 -2.32201 -0.22839  -0.76
H 0.26706 -1.37921 -2.15187  0.22
H 1.40056 -1.65527 -3.43122  0.25
H 1.54941 -0.17940 -2.48520  0.19
H 2.40391 -3.00234 -1.89604  0.20
H 4.29231 -1.67611 -1.91938  0.26
H 3.93187 -1.59288 -0.22027  0.20
H 3.46519 -0.25076 -1.30564  0.18
H 1.67331 -1.57069 0.35182  0.45
C -4.16441 0.19560 0.68426  -0.62
C -2.89731 0.71715 0.04606  0.09
C -3.06397 2.09840 -0.59258  -0.64
O -1.84467 0.72318 1.04814  -0.83
H -4.51339 0.86830 1.46895  0.22
H -4.02500 -0.81016 1.08449  0.20
H -4.92505 0.13123 -0.09145  0.25
H -2.60013 0.01508 -0.73962  0.18
H -2.71983 2.87799 0.08706  0.20
H -4.10390 2.26716 -0.86641  0.25
H -2.50924 2.16807 -1.52976  0.23
H -0.98986 0.84688 0.61974  0.49

Number 1: DFT total energy -153.471435 Ha, Kohn-Sham gap 10.818 eV. Number 2: DFT total energy -286.523006 Ha, Kohn-Sham gap 10.092 eV. Number 3: DFT total energy -6380.892831 Ha, Kohn-Sham gap 5.849 eV. Number 4: DFT total energy -511.410336 Ha, Kohn-Sham gap 7.930 eV.